1.
{
  "formula": "C4H11BS",
  "method": "the ωB97M-V functional and the def2-TZVPD basis",
  "species": ["B", "C", "C", "C", "C", "S", "H", "H", "H", "H", "H", "H", "H", "H", "H", "H", "H"],
  "positions_angstrom": [[-2.6677, -1.0910, -0.1040], [1.0236, 1.7624, -0.0570], [0.5911, -0.3271, 1.4243], [0.9059, -0.5520, -1.1356], [0.9023, 0.2958, 0.0659], [-2.0633, 0.5407, -0.1672], [-1.9853, -2.0889, 0.1200], [-3.8535, -1.4835, -0.0523], [2.0013, 2.1210, -0.5588], [0.3483, 2.2380, -0.7867], [0.8378, 2.2843, 0.7982], [1.4339, -0.7859, 1.9372], [-0.0839, -1.0532, 0.9832], [0.0483, 0.3754, 2.0871], [0.0725, -1.3726, -1.0309], [0.6095, 0.2009, -2.0362], [1.8794, -1.0642, -1.4872]],
  "nbo_charge": [-0.047, -0.717, -0.704, -0.738, 0.348, -0.244, -0.060, -0.023, 0.237, 0.257, 0.226, 0.229, 0.253, 0.237, 0.261, 0.238, 0.248],
  "e_above_lowest_ev": 3.265,
  "energy_ev": -15834.67076,
  "spin_multiplicity": 1,
  "lumo_ev": [-0.54, -1.84]
}


2.
{
  "formula": "C4H11PS",
  "method": "the ωB97M-V functional and the def2-TZVPD basis",
  "species": ["C", "C", "C", "C", "P", "S", "H", "H", "H", "H", "H", "H", "H", "H", "H", "H", "H"],
  "positions_angstrom": [[0.8809, 1.3876, -1.6478], [0.6990, 1.7808, 1.1606], [-0.9677, -0.0177, -0.0587], [-0.0079, -1.4952, 1.3621], [-0.3676, 1.7007, -0.3143], [-0.7532, -3.0399, 1.0081], [1.5232, 0.5813, -1.4937], [1.3218, 2.3355, -1.8646], [0.2600, 1.1172, -2.5644], [1.0464, 0.6445, 1.2540], [0.1383, 2.0193, 2.1072], [1.5384, 2.4938, 1.2231], [-1.8401, -0.0574, 0.5571], [-1.2359, -0.4166, -1.1068], [1.0850, -1.2781, 0.9969], [-0.2342, -1.0266, 2.2234], [0.2711, -3.5298, 0.1967]],
  "nbo_charge": [-0.923, -0.966, -0.753, -0.540, 0.799, 0.038, 0.216, 0.230, 0.227, 0.220, 0.235, 0.240, 0.198, 0.217, 0.234, 0.191, 0.139],
  "e_above_lowest_ev": 3.502,
  "energy_ev": -24446.86859,
  "spin_multiplicity": 1,
  "lumo_ev": 0.57
}


3.
{
  "formula": "C5H12O3",
  "method": "the ωB97M-V functional and the def2-TZVPD basis",
  "species": ["C", "O", "C", "C", "C", "C", "O", "H", "H", "H", "H", "H", "H", "H", "H", "H", "H", "H", "H", "O"],
  "positions_angstrom": [[-2.1135, -1.2499, 1.4595], [-2.7245, -1.1152, 2.6637], [-0.8843, -0.3034, 1.3103], [-0.1088, -0.4980, 0.0020], [0.9471, 0.5470, -0.3556], [1.7482, 0.0905, -1.5521], [2.5680, -1.2449, -1.0883], [-1.7030, -2.2829, 1.2996], [-2.8117, -0.9739, 0.6262], [-1.2552, 0.7170, 1.4516], [-0.2545, -0.5122, 2.1818], [-0.8405, -0.7553, -0.7812], [0.4468, -1.4365, 0.1359], [1.6205, 0.6471, 0.4938], [0.6146, 1.5767, -0.5615], [1.1163, 0.1951, -2.4464], [1.7948, -1.2873, -1.7009], [2.6169, 0.7081, -1.7302], [-0.6065, 3.2934, -2.0853], [0.3324, 3.4350, -1.9137]],
  "nbo_charge": [-0.005, -0.992, -0.422, -0.417, -0.453, -0.159, -0.773, 0.057, 0.066, 0.185, 0.173, 0.177, 0.187, 0.184, 0.301, 0.214, 0.457, 0.200, 0.388, -1.368],
  "charge": -2,
  "e_above_lowest_ev": 3.258,
  "energy_ev": -11516.41447,
  "spin_multiplicity": 1,
  "lumo_ev": 5.94
}


4.
{
  "formula": "C3H3Br2ClNO",
  "method": "the ωB97M-V functional and the def2-TZVPD basis",
  "species": ["C", "C", "C", "N", "O", "Cl", "Br", "Br", "H", "H", "H"],
  "positions_angstrom": [[-0.1139, -0.0914, -0.6007], [0.5657, -0.8038, 1.3562], [1.1811, -0.0144, 0.3371], [-0.7476, -0.8487, 0.3666], [-1.8110, -1.4169, 0.2474], [-1.3354, 2.5272, -1.3046], [2.6722, -1.0840, -0.6621], [1.9969, 1.8031, 0.5942], [-0.4296, 0.9838, -0.9216], [0.1209, -0.4010, -1.6366], [0.5601, -0.7685, 2.3932]],
  "mulliken_spin": [0.030, 0.740, 0.009, 0.478, 0.448, 0.040, 0.158, 0.041, 0.022, 0.013, 0.021],
  "charge": -1,
  "e_above_lowest_ev": 0.000,
  "energy_ev": -159300.24948,
  "spin_multiplicity": 3,
  "lumo_ev": [2.82, 0.96],
  "s_squared": 2.012
}


5.
{
  "formula": "C43H58BrN2O3SeSiV",
  "method": "the ωB97M-V functional and the def2-TZVPD basis",
  "species": ["V", "C", "C", "C", "C", "C", "C", "C", "Se", "C", "C", "C", "C", "C", "C", "O", "C", "C", "C", "C", "C", "C", "C", "C", "C", "O", "C", "C", "C", "C", "C", "C", "H", "H", "H", "H", "H", "H", "H", "H", "H", "H", "H", "H", "H", "H", "H", "H", "H", "H", "H", "H", "H", "H", "H", "H", "H", "H", "H", "H", "H", "H", "H", "H", "H", "H", "H", "H", "H", "H", "H", "H", "Br", "C", "C", "C", "C", "C", "C", "N", "C", "C", "C", "C", "C", "C", "N", "H", "H", "H", "H", "H", "H", "H", "H", "H", "C", "Si", "C", "C", "O", "H", "H", "H", "H", "H", "H", "H", "H", "H"],
  "positions_angstrom": [[-1.4340, -1.0250, -0.8758], [3.7378, 4.8895, -0.1066], [3.7532, 3.8646, -1.2495], [3.8388, 4.6030, -2.5929], [5.0047, 2.9992, -1.0995], [2.4757, 3.0314, -1.2020], [2.4655, 1.6612, -1.0013], [1.2656, 0.9734, -0.9616], [1.2501, -0.9107, -0.6082], [0.9878, -0.9210, 1.2957], [2.1402, -0.8888, 2.0680], [2.0638, -0.9044, 3.4486], [0.7827, -0.9800, 3.9860], [-0.3973, -1.0262, 3.2523], [-0.3105, -0.9811, 1.8376], [-1.3798, -1.0025, 1.0476], [-1.6877, -1.1436, 4.0890], [-1.7863, 0.0493, 5.0534], [-2.9814, -1.1603, 3.2754], [-1.6440, -2.4529, 4.8931], [3.2840, -0.8604, 4.3641], [3.3376, -2.1427, 5.2066], [3.1834, 0.3558, 5.2953], [4.5863, -0.7493, 3.5707], [0.0163, 1.5898, -1.1361], [-1.0997, 0.8769, -1.0959], [0.0100, 2.9922, -1.3201], [1.2337, 3.6480, -1.3454], [-1.2507, 3.8578, -1.5065], [-1.3101, 4.8940, -0.3719], [-1.1595, 4.5891, -2.8558], [-2.5876, 3.1050, -1.4972], [4.6556, 5.4827, -0.1130], [2.8939, 5.5758, -0.1967], [3.6589, 4.3856, 0.8588], [4.7588, 5.1901, -2.6470], [3.8342, 3.8925, -3.4219], [2.9982, 5.2852, -2.7299], [5.8934, 3.6301, -1.1592], [5.0248, 2.4860, -0.1356], [5.0722, 2.2501, -1.8913], [3.3846, 1.1066, -0.8643], [3.0939, -0.8479, 1.5588], [0.6972, -1.0141, 5.0653], [-1.7992, 0.9888, 4.4970], [-2.7089, -0.0189, 5.6352], [-0.9530, 0.0868, 5.7550], [-3.0963, -0.2274, 2.7231], [-2.9957, -1.9968, 2.5780], [-3.8268, -1.2614, 3.9611], [-0.7906, -2.4898, 5.5709], [-2.5532, -2.5558, 5.4908], [-1.5748, -3.3105, 4.2202], [2.4539, -2.2411, 5.8394], [3.3898, -3.0230, 4.5630], [4.2172, -2.1359, 5.8551], [2.3009, 0.2995, 5.9347], [4.0628, 0.4128, 5.9414], [3.1201, 1.2788, 4.7156], [4.7327, -1.6113, 2.9166], [4.6052, 0.1557, 2.9596], [5.4316, -0.7062, 4.2599], [1.2236, 4.7224, -1.4884], [-0.4264, 5.5334, -0.3561], [-2.1871, 5.5347, -0.4926], [-1.3807, 4.3935, 0.5960], [-0.2755, 5.2249, -2.9195], [-1.1148, 3.8696, -3.6764], [-2.0391, 5.2212, -3.0003], [-2.7520, 2.5811, -0.5576], [-3.3886, 3.8364, -1.6365], [-2.6425, 2.3722, -2.3019], [2.2497, -0.8579, -7.5033], [0.9477, -0.8991, -6.1329], [-0.2377, -0.2009, -6.3041], [-1.1911, -0.2238, -5.2982], [-0.9520, -0.9428, -4.1334], [0.2467, -1.6238, -3.9652], [1.1991, -1.6109, -4.9713], [-1.8901, -0.9861, -3.0726], [-3.1387, -1.0379, -3.3250], [-4.0857, -1.0478, -2.2070], [-5.4491, -1.1491, -2.4084], [-6.2797, -1.1547, -1.2935], [-5.7110, -1.0580, -0.0349], [-4.3298, -0.9626, 0.0812], [-3.5309, -0.9556, -0.9805], [-0.4079, 0.3687, -7.2067], [-2.0950, 0.3620, -5.4135], [0.4097, -2.1868, -3.0550], [2.1295, -2.1475, -4.8476], [-3.5329, -1.1019, -4.3384], [-5.8458, -1.2228, -3.4113], [-7.3521, -1.2340, -1.4109], [-6.3191, -1.0597, 0.8585], [-3.8330, -0.8954, 1.0369], [-2.3576, -5.3857, -1.9022], [-0.9735, -4.4681, -1.0330], [0.6356, -4.8252, -1.9227], [-0.8557, -5.0302, 0.7441], [-1.2958, -2.8852, -1.0815], [-2.2222, -6.4699, -1.9043], [-2.4265, -5.0554, -2.9427], [-3.3118, -5.1676, -1.4143], [0.8937, -5.8865, -1.9038], [1.4576, -4.2727, -1.4577], [0.5707, -4.5206, -2.9708], [-0.6443, -6.0973, 0.8438], [-1.7945, -4.8201, 1.2637], [-0.0636, -4.4750, 1.2550]],
  "mulliken_spin": [2.044, 0.000, 0.000, 0.000, 0.000, -0.001, 0.004, -0.024, -0.013, 0.006, -0.001, -0.004, 0.001, -0.010, 0.027, -0.021, -0.004, 0.000, 0.004, 0.000, 0.000, 0.000, 0.000, 0.000, -0.011, 0.030, -0.006, 0.001, -0.003, 0.000, 0.000, 0.003, 0.000, 0.000, 0.000, 0.000, 0.000, 0.000, 0.000, 0.000, 0.000, 0.000, 0.000, 0.000, 0.000, 0.000, 0.000, -0.002, -0.002, -0.001, 0.000, 0.000, 0.000, 0.000, 0.000, 0.000, 0.000, 0.000, 0.000, 0.000, 0.000, 0.000, 0.000, 0.000, 0.000, 0.000, 0.000, 0.000, 0.000, -0.002, 0.001, -0.002, 0.000, 0.000, 0.001, -0.002, -0.024, 0.007, -0.001, -0.029, -0.006, 0.055, -0.005, 0.014, -0.007, 0.029, -0.075, 0.000, 0.000, 0.025, 0.000, 0.001, 0.000, 0.001, 0.000, 0.006, 0.004, 0.008, 0.002, 0.001, -0.019, -0.001, 0.000, 0.000, 0.000, 0.000, 0.000, 0.000, 0.000, 0.000],
  "e_above_lowest_ev": 0.000,
  "energy_ev": -223616.01722,
  "spin_multiplicity": 3,
  "lumo_ev": [-1.13, -1.23],
  "s_squared": 2.011
}


6.
{
  "formula": "C25H24N4O2Pd",
  "method": "the ωB97M-V functional and the def2-TZVPD basis",
  "species": ["Pd", "C", "C", "C", "C", "C", "C", "N", "C", "C", "C", "C", "C", "N", "C", "C", "C", "C", "C", "C", "N", "H", "H", "H", "H", "H", "H", "H", "H", "H", "H", "H", "H", "H", "H", "H", "C", "C", "C", "C", "C", "C", "C", "C", "N", "H", "H", "H", "H", "H", "H", "H", "H", "H", "O", "O"],
  "positions_angstrom": [[-0.2536, 0.8485, -1.2573], [-3.3525, 0.1477, -2.4274], [-2.3656, -0.9655, -2.5817], [-2.7639, -2.1812, -3.1390], [-1.8500, -3.1939, -3.3211], [-0.5218, -2.9740, -2.9734], [-0.1744, -1.7628, -2.4244], [-1.0951, -0.7840, -2.1991], [1.2114, -1.4071, -2.0681], [2.3210, -2.2322, -2.1268], [3.5450, -1.7321, -1.7071], [3.6485, -0.4391, -1.2147], [2.5114, 0.3486, -1.1745], [1.3579, -0.1481, -1.6378], [2.4040, 1.7209, -0.6460], [3.4884, 2.4474, -0.2151], [3.2876, 3.7511, 0.2245], [2.0180, 4.2812, 0.1832], [0.9470, 3.5078, -0.2652], [-0.4246, 4.0985, -0.3459], [1.1433, 2.2371, -0.6396], [-4.1529, 0.0341, -3.1550], [-2.8878, 1.1191, -2.5908], [-3.8089, 0.1295, -1.4366], [-3.7960, -2.3043, -3.4357], [-2.1530, -4.1381, -3.7529], [0.2244, -3.7354, -3.1451], [2.2364, -3.2489, -2.4801], [4.4231, -2.3623, -1.7464], [4.5954, -0.0620, -0.8587], [4.4796, 2.0194, -0.2311], [4.1219, 4.3461, 0.5701], [1.8329, 5.3032, 0.4825], [-0.3568, 5.1804, -0.4321], [-0.9965, 3.8791, 0.5571], [-0.9685, 3.7277, -1.2139], [-1.7056, -2.8221, 1.2700], [-1.3303, -1.9895, 2.4571], [-1.7518, -2.2809, 3.7315], [-1.3733, -1.4856, 4.8154], [-0.5543, -0.3683, 4.6361], [-0.0961, -0.0182, 3.3899], [0.7881, 1.1686, 3.1564], [-0.4853, -0.8350, 2.2659], [-0.0757, -0.5232, 1.0671], [-2.3682, -3.6346, 1.5602], [-0.8175, -3.2538, 0.8020], [-2.2135, -2.2188, 0.5116], [-2.3855, -3.1430, 3.8972], [-1.7181, -1.7395, 5.8084], [-0.2727, 0.2303, 5.4933], [0.9906, 1.6913, 4.0888], [0.3219, 1.8750, 2.4627], [1.7418, 0.8643, 2.7182], [-2.1209, 1.6694, -0.2080], [-2.4489, 1.3570, 0.9016]],
  "mulliken_spin": [0.052, 0.003, 0.002, -0.001, -0.001, -0.004, -0.009, -0.002, 0.010, 0.000, -0.001, -0.003, 0.012, 0.019, -0.011, -0.002, -0.001, -0.001, 0.001, 0.003, -0.003, 0.000, -0.003, 0.001, 0.000, 0.000, 0.000, 0.000, 0.000, 0.000, 0.000, 0.000, 0.000, 0.000, 0.001, -0.003, 0.060, 0.153, -0.085, 0.237, -0.082, 0.148, 0.067, 0.072, 1.385, 0.002, 0.008, 0.001, 0.005, 0.005, 0.005, 0.002, -0.002, 0.007, 0.847, 1.106],
  "charge": 2,
  "e_above_lowest_ev": 0.404,
  "energy_ev": -39831.02475,
  "spin_multiplicity": 5,
  "lumo_ev": [-6.94, -7.94],
  "s_squared": 6.068
}


7.
{
  "formula": "C4H6NO",
  "method": "the ωB97M-V functional and the def2-TZVPD basis",
  "species": ["C", "C", "C", "C", "N", "O", "H", "H", "H", "H", "H", "H"],
  "positions_angstrom": [[0.3202, 0.7631, -1.1570], [1.8385, 0.1837, 1.0359], [0.9836, 0.0821, -0.1130], [-1.8905, -0.4765, -0.1127], [-0.5750, -0.0866, -0.3232], [1.8347, -0.9102, 0.1286], [0.1949, 1.3158, -2.0648], [2.5481, 1.0039, 1.1165], [1.3907, -0.0778, 2.0225], [-1.8427, -0.9417, 0.8568], [-2.2039, -1.1657, -0.9502], [-2.5986, 0.3098, -0.4395]],
  "mulliken_spin": [0.790, 0.145, 0.016, 0.023, 0.757, 0.098, 0.007, 0.004, 0.002, 0.001, 0.106, 0.052],
  "charge": 1,
  "e_above_lowest_ev": 3.635,
  "energy_ev": -7767.53708,
  "spin_multiplicity": 3,
  "lumo_ev": [-3.03, -8.45],
  "s_squared": 2.011
}


8.
{
  "formula": "C4H6NP",
  "method": "the ωB97M-V functional and the def2-TZVPD basis",
  "species": ["C", "C", "C", "C", "N", "P", "H", "H", "H", "H", "H", "H"],
  "positions_angstrom": [[-0.7416, -0.6282, 0.1558], [-1.8410, -0.0138, -0.5156], [0.3841, 0.0333, -0.0381], [1.5754, -0.3460, 0.7290], [-1.6376, 0.9224, -1.3741], [0.0272, 1.1375, -1.5252], [-0.9610, -1.5234, 0.7939], [-2.8253, -0.2356, -0.3727], [2.2016, -1.2231, 0.1888], [1.4144, -0.7495, 1.7598], [2.3475, 0.4496, 0.9081], [0.0564, 2.1768, -0.7096]],
  "nbo_charge": [-0.320, 0.085, -0.223, -0.661, -0.704, 0.779, 0.219, 0.181, 0.229, 0.229, 0.226, -0.038],
  "e_above_lowest_ev": 0.744,
  "energy_ev": -15022.40102,
  "spin_multiplicity": 1,
  "lumo_ev": 0.61
}